No. 1
A cluster of 10 separate species, C15H48F6N12O9P in total at a distorted geometry. Source: OMol25; level of theory: ωB97M-V/def2-TZVPD.

```
91
Properties=species:S:1:pos:R:3:mulliken_charge:R:1
P 0.606 0.490 -0.137 1.26
F 2.198 0.537 0.217 -0.37
F 0.181 1.128 1.270 -0.39
F 0.699 2.035 -0.775 -0.05
F -0.977 0.591 -0.476 -0.13
F 0.909 -0.107 -1.629 -0.38
F 0.255 -0.932 0.561 -0.32
C 5.266 1.003 2.795 0.63
O 5.825 0.733 3.872 -0.73
N 5.932 0.812 1.689 -0.36
N 4.053 1.356 2.573 -0.15
H 5.535 1.241 0.866 0.15
H 6.918 0.593 1.712 0.22
H 3.739 1.409 1.614 0.10
H 3.407 1.423 3.346 0.14
C 1.172 5.017 1.019 0.46
O 1.507 6.044 1.515 -0.72
N 0.943 4.890 -0.267 -0.20
N 1.118 3.895 1.673 -0.20
H 0.737 3.971 -0.633 0.10
H 1.130 5.691 -0.853 0.20
H 1.125 3.984 2.679 0.18
H 0.880 3.055 1.165 -0.06
C -3.846 -0.781 2.489 0.53
O -4.200 -1.598 3.346 -0.78
N -2.642 -0.646 2.001 0.03
N -4.614 0.101 1.967 -0.27
H -2.580 -0.068 1.176 -0.05
H -1.842 -1.236 2.177 0.05
H -5.460 0.309 2.477 0.24
H -4.129 0.607 1.239 0.34
C 0.877 -1.482 4.089 0.60
O 0.642 -1.654 5.278 -0.77
N 0.182 -2.005 3.145 -0.07
N 1.592 -0.579 3.571 -0.06
H 0.220 -1.625 2.210 0.11
H -0.468 -2.722 3.435 0.16
H 1.916 0.107 4.237 0.17
H 1.591 -0.441 2.570 -0.11
C 3.666 1.675 -3.183 0.55
O 4.744 2.132 -3.572 -0.77
N 2.582 2.353 -3.210 -0.10
N 3.554 0.464 -2.742 -0.24
H 1.706 1.870 -3.070 0.25
H 2.552 3.339 -3.426 0.17
H 4.462 0.029 -2.658 0.21
H 2.724 0.053 -2.340 0.16
C -0.464 0.580 -4.519 0.69
O -0.320 -0.643 -4.429 -0.79
N -0.260 1.360 -3.501 -0.17
N -0.716 1.194 -5.643 -0.41
H 0.085 0.863 -2.692 -0.31
H -0.496 2.342 -3.484 0.14
H -0.733 2.194 -5.785 0.16
H -0.726 0.519 -6.393 0.28
C -1.099 -3.840 -2.849 -0.56
C -2.443 -3.052 -2.938 -0.12
C -2.495 -1.976 -1.808 -0.50
O -2.506 -2.504 -4.185 -0.61
H -1.091 -4.248 -1.839 0.02
H -0.236 -3.198 -3.022 0.15
H -1.014 -4.770 -3.411 0.35
H -3.280 -3.730 -2.774 0.48
H -2.677 -2.460 -0.848 0.40
H -3.346 -1.297 -1.844 0.35
H -1.648 -1.296 -1.897 -0.27
H -1.716 -1.961 -4.126 0.38
C 2.041 -6.030 1.865 -1.63
C 0.910 -5.071 2.275 0.66
C 0.262 -4.461 1.036 -1.00
O 0.007 -5.835 3.085 -0.57
H 2.841 -5.760 1.176 0.36
H 1.663 -6.961 1.441 0.39
H 2.535 -6.517 2.706 0.39
H 1.405 -4.301 2.867 0.05
H 0.974 -3.776 0.577 0.19
H -0.708 -4.015 1.257 0.24
H -0.013 -5.191 0.274 0.52
H -0.701 -5.244 3.351 0.35
C -4.098 3.822 1.156 -1.30
C -3.813 3.242 -0.194 0.21
C -2.588 3.877 -0.892 -0.67
O -3.426 1.927 0.092 -0.63
H -4.820 3.195 1.678 0.31
H -4.500 4.833 1.093 0.46
H -3.219 3.890 1.797 0.24
H -4.663 3.248 -0.876 0.34
H -1.700 3.569 -0.339 -0.11
H -2.599 4.966 -0.872 0.46
H -2.494 3.505 -1.913 0.22
H -2.500 1.955 0.342 0.14
```

Properties
LUMO level	1.79	eV
Kohn-Sham gap	9.13	eV
calculated total energy	-2875.56767	hartree
strongest force on any atom	0.1401	hartree/bohr
net charge	-1
ΔE to the lowest compared entry with this formula, charge and spin	389.0	kJ/mol

---

No. 2
A structure of composition C45H48FIrN4O5PS. Source: OMol25; level of theory: ωB97M-V/def2-TZVPD.

```
106
Properties=species:S:1:pos:R:3:mulliken_spin:R:1
Ir 0.801 -0.372 -0.660 0.92
O 3.097 1.191 -1.276 0.01
C 2.367 0.334 -1.701 0.03
C 2.623 -0.223 -3.086 0.01
C 3.842 0.001 -3.720 0.02
C 4.037 -0.475 -5.005 0.00
C 3.016 -1.158 -5.666 0.00
C 1.803 -1.380 -5.036 0.00
C 1.614 -0.914 -3.738 0.00
P 0.137 -1.203 -2.737 0.10
C -0.092 -3.001 -2.856 -0.05
C 0.751 -3.785 -2.067 0.03
C 0.719 -5.166 -2.163 0.01
C -0.162 -5.776 -3.048 0.00
C -0.998 -5.002 -3.839 0.00
C -0.966 -3.615 -3.746 0.00
C -1.267 -0.481 -3.624 -0.01
C -1.084 0.514 -4.579 0.00
C -2.187 1.114 -5.177 0.00
C -3.471 0.720 -4.827 0.00
C -3.658 -0.270 -3.868 0.00
C -2.561 -0.862 -3.262 0.01
H 4.617 0.545 -3.194 0.00
H 4.986 -0.315 -5.501 0.00
H 3.172 -1.520 -6.674 0.00
H 1.015 -1.925 -5.543 0.00
H 1.455 -3.309 -1.389 0.01
H 1.379 -5.766 -1.550 0.00
H -0.194 -6.856 -3.122 0.00
H -1.677 -5.475 -4.536 0.00
H -1.617 -3.026 -4.379 0.00
H -0.084 0.827 -4.856 0.00
H -2.039 1.885 -5.923 0.00
H -4.327 1.181 -5.305 0.00
H -4.660 -0.579 -3.592 0.00
H -2.711 -1.624 -2.504 0.00
C -0.931 -2.111 3.499 0.01
C 0.052 -2.509 2.383 0.01
C -0.610 -2.364 1.016 -0.01
C 1.469 -1.948 2.608 0.04
C 2.167 -2.682 3.574 -0.02
C 3.452 -2.378 3.968 0.03
C 4.106 -1.318 3.363 0.00
C 3.470 -0.541 2.411 0.04
C 4.260 0.527 1.683 0.01
C 5.238 1.292 2.577 0.04
C 5.014 -0.140 0.522 0.03
C 2.138 -0.836 2.051 -0.10
N 1.490 0.090 1.161 0.86
C 1.118 1.439 1.764 0.01
C 1.603 1.576 3.177 0.33
C 2.357 2.602 3.624 -0.04
C 2.764 3.651 2.771 0.37
C 2.327 3.646 1.435 -0.06
C 1.565 2.635 0.965 0.32
F 1.092 2.748 -0.288 0.02
H -1.725 -2.858 3.578 0.00
H -1.424 -1.159 3.298 0.00
H -0.438 -2.042 4.469 0.00
H 0.210 -3.581 2.500 0.00
H -1.054 -1.375 0.873 0.01
H -1.446 -3.063 0.937 0.00
H 0.078 -2.612 0.203 0.01
H 1.664 -3.530 4.028 0.00
H 3.943 -2.969 4.732 0.00
H 5.131 -1.090 3.633 0.00
H 3.568 1.247 1.246 0.01
H 6.127 0.697 2.802 0.00
H 4.780 1.591 3.522 -0.01
H 5.577 2.194 2.063 0.00
H 5.804 -0.788 0.913 0.00
H 5.469 0.616 -0.121 0.00
H 4.349 -0.753 -0.092 0.00
H 1.284 0.801 3.863 -0.01
H 2.644 2.621 4.669 0.00
H 3.380 4.460 3.141 -0.01
H 2.577 4.452 0.755 0.00
C -6.448 0.279 2.921 0.00
C -6.257 1.369 1.867 0.00
S -4.522 1.632 1.595 0.01
O -3.857 1.758 2.869 0.00
O -4.046 0.651 0.642 0.00
C -4.462 3.213 0.777 0.01
C -3.062 3.835 0.816 -0.01
N -1.977 2.850 0.928 0.15
C -1.688 1.899 -0.052 -0.08
N -0.866 0.995 0.336 0.16
C -0.451 1.301 1.715 0.07
C -1.258 2.507 2.043 0.33
N -1.438 3.032 3.317 -0.02
O -1.989 4.126 3.455 0.11
O -0.980 2.359 4.239 0.17
C -2.289 1.993 -1.406 0.02
H -7.513 0.108 3.068 0.00
H -6.005 0.576 3.871 0.00
H -5.990 -0.660 2.605 0.00
H -6.683 2.325 2.180 0.00
H -6.663 1.085 0.894 0.00
H -5.162 3.872 1.293 0.00
H -4.819 3.024 -0.237 0.00
H -2.970 4.484 1.672 0.00
H -2.907 4.423 -0.085 0.00
H -0.701 0.478 2.389 0.07
H -2.533 3.022 -1.668 -0.01
H -3.199 1.390 -1.442 0.00
H -1.581 1.602 -2.133 0.00
```

Properties
LUMO level (alpha / beta)	-2.03 / -4.18	eV
Kohn-Sham gap (alpha / beta)	7.53 / 6.73	eV
calculated total energy	-3282.13887	hartree
strongest force on any atom	0.0122	hartree/bohr
2S+1	5
net charge	+1
<S²>	6.0604

---

No. 3
A cluster of 2 separate species, C4H11N2O in total at a distorted geometry. Source: OMol25; level of theory: ωB97M-V/def2-TZVPD.

```
18
Properties=species:S:1:pos:R:3:mulliken_charge:R:1
N 0.732 0.220 3.531 -0.64
C 1.122 -1.787 0.395 -0.47
C 0.333 -0.686 0.015 0.93
N -0.522 -0.839 -1.045 -0.15
C -1.286 0.181 -1.655 -0.62
C -0.465 1.499 -2.023 -0.92
O 0.166 0.406 0.611 -0.61
H 0.412 0.488 2.566 0.35
H 0.196 0.786 4.193 0.26
H 1.721 0.301 3.833 0.24
H 1.891 -1.838 1.115 0.31
H 0.990 -2.757 -0.112 0.26
H -0.587 -1.754 -1.498 0.28
H -2.153 0.448 -1.157 0.35
H -1.733 -0.230 -2.471 0.51
H 0.620 1.513 -1.775 0.34
H -0.453 1.765 -3.148 0.32
H -0.984 2.282 -1.373 0.26
```

Properties
LUMO level	-8.93	eV
Kohn-Sham gap	4.12	eV
calculated total energy	-343.33124	hartree
strongest force on any atom	0.0961	hartree/bohr
net charge	+1
ΔE to the lowest compared entry with this formula, charge and spin	611.5	kJ/mol

---

No. 4
A structure of composition C4H6NdO2 at a distorted geometry. Source: OMol25; level of theory: ωB97M-V/def2-TZVPD.

```
13
Properties=species:S:1:pos:R:3:mulliken_spin:R:1
O 2.618 -0.759 -0.844 0.00
C 1.741 -0.664 0.266 0.00
H 2.075 -1.015 -1.605 0.00
H 2.137 0.133 0.923 0.00
C 0.275 -0.388 -0.160 -0.01
C -0.486 0.381 0.645 0.00
C -1.849 0.927 0.253 0.00
O -2.303 0.505 -0.985 -0.02
Nd -1.239 -0.831 -2.222 4.03
H -0.143 0.718 1.642 0.00
H 1.524 -1.697 0.715 0.00
H -1.789 2.039 0.308 0.00
H -2.562 0.651 1.064 0.00
```

Properties
LUMO level (alpha / beta)	-0.69 / -0.97	eV
Kohn-Sham gap (alpha / beta)	5.68 / 6.56	eV
calculated total energy	-867.76929	hartree
strongest force on any atom	0.0542	hartree/bohr
2S+1	5
net charge	0
<S²>	6.0047
ΔE to the lowest compared entry with this formula, charge and spin	0.0	kJ/mol